1.
Below is a cluster of 3 separate species, C22H26BClF7N2O2S in total in a non-equilibrium geometry, with properties calculated with the ωB97M-V functional and the def2-TZVPD basis.

```
! wB97M-V def2-TZVPD RIJCOSX def2/J DEFGRID3
* xyz 1 1
Cl -0.65685 -3.99800 -1.81767
C -0.70632 -3.31196 -0.17973
N -0.11090 -1.93891 -0.10291
C 1.38173 -1.91395 -0.46114
C 1.93289 -0.50908 -0.30226
N 0.89133 0.46555 0.17336
F 2.02063 5.36641 0.23406
C 0.37446 -0.06203 1.48251
C -0.22633 -1.45144 1.34611
C -0.23252 0.45347 -0.80810
C -0.84215 -0.91606 -0.98216
H -1.75112 -3.23051 0.12557
H -0.13529 -3.96441 0.48734
H 1.87238 -2.62179 0.21798
H 1.46072 -2.28536 -1.48606
H 2.75056 -0.50765 0.42545
H 2.33013 -0.15215 -1.25587
H 1.20680 -0.10096 2.19221
H -0.37833 0.63341 1.86057
H -1.29625 -1.46799 1.59522
H 0.30314 -2.19092 1.95985
H -0.99235 1.15137 -0.45251
H 0.13936 0.81063 -1.77233
H -0.76220 -1.28746 -2.00323
H -1.89109 -0.94423 -0.67094
C 1.60627 8.71007 -3.21050
C 2.35926 7.58292 -2.55011
C 3.30331 7.55176 -1.51748
C 3.99629 6.31747 -1.38849
C 3.28697 5.26516 -1.96558
B 1.12075 5.74124 1.21093
C 3.48610 3.85982 -1.95869
C 2.72087 3.06035 -2.84397
C 3.25545 1.89579 -3.34890
C 2.51770 1.21374 -4.47707
F 3.30304 0.41034 -5.24921
F 1.50097 0.40481 -3.99228
F 1.92239 2.10539 -5.33614
C 4.43006 1.35222 -2.82178
C 4.99075 1.99239 -1.72213
C 6.10794 1.34904 -0.94583
F 6.95525 2.26187 -0.38020
F 5.63721 0.58772 0.09975
F 6.87437 0.52859 -1.71926
C 4.56909 3.23475 -1.28480
O 1.36292 5.93295 2.56069
C 0.17982 5.24825 3.11548
C -0.82521 5.12398 1.92483
O -0.16974 5.63795 0.77615
S 2.08035 5.95237 -3.01575
H 1.93313 9.75443 -3.01251
H 1.71279 8.57065 -4.29855
H 0.52042 8.67118 -3.01968
H 3.52458 8.44680 -0.91890
H 4.96240 6.15932 -0.87144
H 1.74718 3.36043 -3.24235
H 4.90279 0.47111 -3.22996
H 5.13275 3.69582 -0.46975
H 0.56329 4.27059 3.47422
H -0.34560 5.73786 3.94066
H -1.03759 4.06366 1.70768
H -1.74283 5.67609 2.10281
*
```

The value obtained for the total energy is -2696.0795 hartree. Its LUMO energy is -0.0950 hartree. The HOMO energy is -9.82 eV.

=====

2.
Below is a structure of composition C22H26Cl2N5O2Rb, with properties calculated with the ωB97M-V functional and the def2-TZVPD basis.

```
! wB97M-V def2-TZVPD RIJCOSX def2/J DEFGRID3
* xyz 0 1
Rb -0.48233 -2.39092 1.33616
C -1.95591 -5.02494 -0.23002
C -3.07380 -4.27307 0.10916
C -3.39575 -3.14001 -0.62710
C -2.59843 -2.76091 -1.69856
C -1.47120 -3.50244 -2.02801
C -1.14927 -4.63559 -1.29360
H -1.69980 -5.90433 0.34796
H -3.68218 -4.55979 0.95769
H -4.25215 -2.53905 -0.35196
H -2.85553 -1.87928 -2.27164
H -0.83451 -3.19149 -2.84634
H -0.26453 -5.20854 -1.53947
N 2.53076 -0.64897 -2.48070
C 2.61399 0.74186 -2.94510
C 1.38566 1.12239 -3.78229
C 0.08176 1.35258 -3.00971
N -0.50245 0.08235 -2.56150
C 0.31398 2.25063 -1.79553
C 1.48137 1.79871 -0.92877
N 1.16960 0.50046 -0.27856
C 2.76572 1.66895 -1.73624
H 2.52339 -1.28842 -3.26515
H 1.25187 -0.26227 -0.96842
H 3.33239 -0.86568 -1.88921
H 3.49420 0.89663 -3.58348
H 1.21762 0.35349 -4.54496
H 1.62095 2.04211 -4.32464
H -0.60250 1.88539 -3.68404
H -0.63750 -0.53814 -3.35094
H -1.40575 0.24119 -2.12760
H -0.59439 2.29477 -1.18715
H 0.52217 3.26713 -2.13669
H 1.60926 2.51502 -0.11922
H 0.22264 0.47866 0.17352
H 1.83888 0.28686 0.46288
H 3.57165 1.29770 -1.09737
H 3.04866 2.66549 -2.08284
Cl -3.44157 -1.34726 2.47460
C -2.38103 -0.08261 3.06695
C -2.57897 0.31451 4.39855
C -1.85093 1.32682 4.93697
Cl -2.12903 1.79374 6.59319
C -0.87178 1.99725 4.16614
C -0.08188 3.05795 4.65853
C 0.85610 3.62849 3.84728
C 1.00474 3.13385 2.54285
N 0.28697 2.15706 2.04501
C -0.65530 1.58103 2.82911
C -1.42416 0.49113 2.21899
O -1.18579 0.09980 1.02331
H -3.32887 -0.19032 4.99178
H -0.22928 3.40378 5.67193
H 1.48058 4.44143 4.19140
H 1.75725 3.57155 1.89193
O 4.17128 -1.03466 0.05437
C 3.21592 -1.52311 0.62266
N 2.24723 -1.94896 1.15393
*
```

As for the energy above the lowest of the compared OMol25 structures with the same formula, charge and spin: 0.3884 eV. The value obtained for the total energy is -2222.7706 hartree. Its LUMO energy is 0.0028 hartree. The HOMO energy is -7.28 eV.

=====

3.
Below is a structure of composition C22H26Cl2N5O2Rb, with properties calculated with the ωB97M-V functional and the def2-TZVPD basis.

```
! wB97M-V def2-TZVPD RIJCOSX def2/J DEFGRID3
* xyz 0 1
Rb 1.42072 0.67389 -1.95244
C 3.96069 1.28499 0.35261
C 3.35107 2.53422 0.30023
C 2.04561 2.68882 0.75012
C 1.34721 1.59823 1.25763
C 1.95680 0.34981 1.30462
C 3.26204 0.19252 0.85150
H 4.98168 1.16477 0.01273
H 3.89406 3.38954 -0.08151
H 1.56737 3.65913 0.70462
H 0.32330 1.71994 1.59434
H 1.40616 -0.50830 1.66809
H 3.72514 -0.78530 0.87949
N -1.42527 -0.11457 3.09405
C -2.89879 -0.19691 3.09986
C -3.36140 -0.99981 1.87784
C -3.21500 -0.22977 0.56934
N -1.77607 -0.05731 0.24257
C -3.92193 1.12005 0.64324
C -3.47156 1.98644 1.81901
N -2.11336 2.49208 1.59124
C -3.54632 1.19209 3.12724
H -1.02860 -0.98613 3.42687
H -1.10167 0.62583 3.70412
H -1.28324 0.19772 1.10879
H -3.24932 -0.72727 3.99360
H -4.41750 -1.25326 2.00590
H -2.80749 -1.94035 1.82007
H -3.64248 -0.81028 -0.24844
H -1.63519 0.70596 -0.45888
H -1.33936 -0.92807 -0.13449
H -4.99125 0.91927 0.75309
H -3.78270 1.66144 -0.29383
H -4.19534 2.80852 1.90051
H -1.93760 3.29698 2.18024
H -1.99187 2.77717 0.62033
H -4.60223 1.05476 3.37883
H -3.10955 1.78047 3.94094
Cl 2.77841 -2.50787 -2.00597
C 1.28738 -3.41886 -1.85074
C 1.28766 -4.73593 -2.31971
C 0.15787 -5.49368 -2.22226
Cl 0.17168 -7.13252 -2.81298
C -1.01757 -4.95258 -1.64786
C -2.22492 -5.67335 -1.51442
C -3.31212 -5.07376 -0.94939
C -3.19384 -3.74371 -0.50901
N -2.09419 -3.04117 -0.61383
C -1.00285 -3.61519 -1.17658
C 0.18783 -2.77842 -1.27383
O 0.18480 -1.57029 -0.86100
H 2.18892 -5.13836 -2.76047
H -2.27159 -6.69531 -1.86465
H -4.25079 -5.59869 -0.83553
H -4.04876 -3.25182 -0.05190
O -0.25272 2.71272 -3.43169
C -0.91217 2.45264 -2.45656
N -1.49900 2.15807 -1.46869
*
```

As for the energy above the lowest of the compared OMol25 structures with the same formula, charge and spin: 0.0161 eV. The value obtained for the total energy is -2222.7843 hartree. Its LUMO energy is 0.0044 hartree. The HOMO energy is -7.06 eV.

=====

4.
Below is a structure of composition C22H26Cl3NOPt in a non-equilibrium geometry, with properties calculated with the ωB97M-V functional and the def2-TZVPD basis.

```
! wB97M-V def2-TZVPD RIJCOSX def2/J DEFGRID3
* xyz -2 5
C -0.75997 0.46917 -2.82560
C -1.55548 -0.60166 -3.09544
C -0.81079 -1.84056 -2.91143
C -2.97203 -0.62778 -3.55201
C 0.48257 -1.53844 -2.50627
C 0.55269 -0.01434 -2.21660
C 1.85807 0.47192 -2.79489
C -1.18807 1.85463 -3.14599
C -1.32537 -3.19465 -3.18380
C 1.60388 -2.45357 -2.44404
Pt -0.04451 0.53699 -0.25016
Cl -3.06583 0.50583 -0.34080
Cl -0.91575 3.06371 -0.08545
Cl -0.23260 -1.69958 0.19955
H -3.43787 0.33591 -3.30069
H -3.53058 -1.41174 -3.04589
H -3.05581 -0.78113 -4.63530
H -2.22982 -3.37627 -2.60148
H -0.59165 -3.95206 -2.91060
H -1.58102 -3.32838 -4.23803
H 1.48205 -3.20484 -1.66864
H 2.55372 -1.92294 -2.25579
H 1.70030 -2.95803 -3.40305
H 2.66365 -0.03510 -2.28914
H 1.96861 1.53608 -2.62009
H 1.90783 0.18913 -3.86283
H -2.10462 2.09966 -2.59625
H -1.41218 1.90720 -4.22070
H -0.43260 2.58936 -2.90262
O 1.27423 1.98991 -0.79261
H 1.91742 2.29512 -0.08011
C -1.18367 3.74264 4.18000
C -1.94829 3.23081 3.15060
C -1.58320 2.01463 2.55831
C -0.27030 1.49664 2.74591
C 0.45475 2.01836 3.84302
C 0.01003 3.12333 4.57110
N 0.25935 0.56324 1.87275
C 1.02555 -0.43287 2.44431
C 2.21153 -0.92959 1.84959
C 2.87949 -1.95680 2.48713
C 2.44282 -2.47392 3.70039
C 1.26600 -2.00477 4.27184
C 0.55967 -1.01076 3.64309
H -1.51334 4.66148 4.67702
H -2.84420 3.71867 2.76404
H -2.24211 1.48952 1.88906
H 1.39311 1.55009 4.13354
H 0.56358 3.50504 5.42184
H 2.54786 -0.48652 0.91558
H 3.76145 -2.37957 2.00411
H 2.99482 -3.28160 4.19182
H 0.86656 -2.43271 5.17741
H -0.36991 -0.62883 4.08429
*
```

The value obtained for the total energy is -2483.6563 hartree. Its LUMO energy (alpha / beta) is 0.1743 / 0.1430 hartree. Its expectation value of S² is 6.056. The HOMO energy (alpha / beta) is 1.09 / -0.56 eV.

=====

Please write out number 4 again, unchanged.
Below is a structure of composition C22H26Cl3NOPt in a non-equilibrium geometry, with properties calculated with the ωB97M-V functional and the def2-TZVPD basis.

```
! wB97M-V def2-TZVPD RIJCOSX def2/J DEFGRID3
* xyz -2 5
C -0.75997 0.46917 -2.82560
C -1.55548 -0.60166 -3.09544
C -0.81079 -1.84056 -2.91143
C -2.97203 -0.62778 -3.55201
C 0.48257 -1.53844 -2.50627
C 0.55269 -0.01434 -2.21660
C 1.85807 0.47192 -2.79489
C -1.18807 1.85463 -3.14599
C -1.32537 -3.19465 -3.18380
C 1.60388 -2.45357 -2.44404
Pt -0.04451 0.53699 -0.25016
Cl -3.06583 0.50583 -0.34080
Cl -0.91575 3.06371 -0.08545
Cl -0.23260 -1.69958 0.19955
H -3.43787 0.33591 -3.30069
H -3.53058 -1.41174 -3.04589
H -3.05581 -0.78113 -4.63530
H -2.22982 -3.37627 -2.60148
H -0.59165 -3.95206 -2.91060
H -1.58102 -3.32838 -4.23803
H 1.48205 -3.20484 -1.66864
H 2.55372 -1.92294 -2.25579
H 1.70030 -2.95803 -3.40305
H 2.66365 -0.03510 -2.28914
H 1.96861 1.53608 -2.62009
H 1.90783 0.18913 -3.86283
H -2.10462 2.09966 -2.59625
H -1.41218 1.90720 -4.22070
H -0.43260 2.58936 -2.90262
O 1.27423 1.98991 -0.79261
H 1.91742 2.29512 -0.08011
C -1.18367 3.74264 4.18000
C -1.94829 3.23081 3.15060
C -1.58320 2.01463 2.55831
C -0.27030 1.49664 2.74591
C 0.45475 2.01836 3.84302
C 0.01003 3.12333 4.57110
N 0.25935 0.56324 1.87275
C 1.02555 -0.43287 2.44431
C 2.21153 -0.92959 1.84959
C 2.87949 -1.95680 2.48713
C 2.44282 -2.47392 3.70039
C 1.26600 -2.00477 4.27184
C 0.55967 -1.01076 3.64309
H -1.51334 4.66148 4.67702
H -2.84420 3.71867 2.76404
H -2.24211 1.48952 1.88906
H 1.39311 1.55009 4.13354
H 0.56358 3.50504 5.42184
H 2.54786 -0.48652 0.91558
H 3.76145 -2.37957 2.00411
H 2.99482 -3.28160 4.19182
H 0.86656 -2.43271 5.17741
H -0.36991 -0.62883 4.08429
*
```

The value obtained for the total energy is -2483.6563 hartree. Its LUMO energy (alpha / beta) is 0.1743 / 0.1430 hartree. Its expectation value of S² is 6.056. The HOMO energy (alpha / beta) is 1.09 / -0.56 eV.